[1]
{
  "formula": "C27H31Br2N4O7S2W",
  "method": "wB97M-V/def2-TZVPD",
  "lumo_ev": [-9.8, -9.5],
  "spin_multiplicity": 3,
  "mol_weight_g_mol": 931.348,
  "e_tot_ha": -7803.8781,
  "orbital_gap_ev": [6.41, 6.68],
  "total_charge": 3,
  "species": ["H", "H", "O", "H", "O", "H", "N", "O", "H", "H", "H", "Br", "H", "C", "C", "W", "C", "H", "O", "C", "C", "S", "C", "C", "C", "H", "C", "C", "O", "H", "H", "C", "H", "Br", "C", "C", "H", "C", "C", "H", "H", "H", "C", "N", "H", "H", "S", "C", "O", "C", "H", "H", "H", "H", "H", "C", "C", "C", "C", "O", "C", "H", "H", "C", "C", "H", "C", "N", "H", "C", "N", "H", "H", "H"],
  "coordinates": [[-3.56, 2.12, 1.78], [6.08, -1.48, 0.95], [-3.53, 0.31, -0.52], [4.04, -0.12, 1.04], [-5.51, 0.65, 0.45], [-3.27, -2.72, -4.23], [1.61, 0.32, 1.54], [-2.26, 0.55, 1.79], [3.20, 1.67, 3.19], [-1.23, -0.69, 3.08], [-3.36, 4.28, -3.47], [3.48, -1.24, -5.24], [1.85, -0.05, 0.63], [-0.71, 1.53, -3.42], [5.41, -2.87, 2.45], [-1.43, 0.10, -0.85], [1.22, 2.25, 3.86], [6.32, -3.45, 2.41], [1.06, -0.62, 3.54], [0.91, -1.43, -2.05], [4.12, -1.01, 1.65], [0.02, 1.83, -0.01], [1.86, -0.58, 2.65], [-2.57, 2.55, -2.50], [5.28, -1.76, 1.61], [2.66, 3.83, 1.97], [-1.64, 3.47, -4.48], [3.09, -1.36, 2.54], [-2.53, -2.64, 1.00], [2.57, -2.58, -2.75], [-4.52, -1.55, -3.70], [1.93, -1.73, -2.92], [-5.89, 0.42, -0.42], [-1.61, 4.74, -5.83], [-2.54, -4.04, -1.85], [-2.60, 3.51, -3.48], [-3.31, 2.56, -1.71], [2.72, 2.51, 3.71], [-0.68, 2.46, -4.44], [-0.15, 2.87, 2.36], [4.52, -4.07, 3.98], [-4.18, 0.69, 2.61], [1.26, 0.18, -4.22], [0.52, 2.14, 2.55], [-2.98, -1.03, 2.98], [0.08, 2.42, -5.20], [-3.38, -2.47, -1.86], [0.76, 1.36, 1.53], [-0.82, -1.28, 0.50], [0.26, 0.43, -3.31], [-3.31, -4.81, -1.90], [-2.01, -4.11, -0.90], [4.11, 3.98, 2.95], [2.60, 4.66, 3.53], [-4.81, -3.30, -3.53], [-4.22, 0.62, 0.47], [3.24, -2.46, 3.38], [-2.09, -0.75, 2.42], [-4.06, -2.52, -3.51], [-2.22, -1.43, -2.03], [2.12, -0.90, -4.03], [0.71, -2.04, -1.18], [0.75, 3.10, 4.35], [-1.84, -1.70, 1.27], [-3.58, 1.02, 1.77], [2.44, -2.71, 4.07], [3.04, 3.82, 3.00], [-1.66, 1.56, -2.46], [1.39, 0.81, -5.09], [4.40, -3.22, 3.33], [0.11, -0.36, -2.22], [1.02, 1.36, 4.45], [3.14, 2.51, 4.71], [-1.87, -4.10, -2.71]],
  "lowdin_charge": [0.172, 0.118, -0.090, 0.112, 0.260, 0.078, 0.130, -0.193, 0.095, 0.126, 0.129, 0.942, 0.120, -0.189, -0.028, 1.567, -0.126, 0.124, 0.116, -0.076, -0.033, 0.755, -0.363, -0.085, -0.049, 0.067, -0.651, -0.162, 0.114, 0.129, 0.068, -0.048, 0.183, 0.940, -0.200, -0.047, 0.119, -0.216, -0.012, 0.140, 0.124, 0.166, -0.010, 0.084, 0.152, 0.120, 0.988, -0.651, -0.235, -0.178, 0.089, 0.056, 0.087, 0.087, 0.085, -0.402, 0.009, -0.019, -0.208, -0.655, -0.649, 0.124, 0.138, -0.551, -0.064, 0.129, -0.080, -0.086, 0.121, -0.031, -0.096, 0.113, 0.131, 0.079]
}

[2]
{
  "formula": "C2H7N3O2",
  "method": "wB97M-V/def2-TZVPD",
  "lumo_ev": 0.7,
  "mol_weight_g_mol": 105.097,
  "e_tot_ha": -394.8814,
  "orbital_gap_ev": 9.92,
  "smiles": "CN(C)N(O)N=O",
  "species": ["N", "H", "O", "H", "C", "H", "H", "O", "H", "H", "C", "N", "H", "N"],
  "coordinates": [[0.53, -0.02, 0.34], [0.70, -1.20, -1.55], [-1.28, -0.66, 1.34], [2.22, -0.86, -0.46], [1.19, -1.12, -0.55], [0.99, -2.08, -0.27], [0.51, 1.83, 1.17], [-3.02, 0.10, -0.33], [-2.07, -0.91, 0.83], [1.74, 1.43, 0.50], [0.77, 1.44, 0.17], [-0.81, -0.11, 0.18], [0.35, 1.87, -0.67], [-1.83, 0.30, -0.69]],
  "nbo_charge": [-0.231, 0.197, -0.523, 0.209, -0.410, 0.210, 0.225, -0.432, 0.471, 0.218, -0.445, 0.128, 0.215, 0.167]
}

[3]
{
  "formula": "C4H6FN2",
  "method": "wB97M-V/def2-TZVPD",
  "lumo_ev": [-5.7, -9.1],
  "spin_multiplicity": 3,
  "mol_weight_g_mol": 101.104,
  "e_tot_ha": -364.8853,
  "orbital_gap_ev": [7.91, 7.36],
  "total_charge": 1,
  "species": ["H", "C", "C", "N", "C", "N", "F", "H", "H", "H", "C", "H", "H"],
  "coordinates": [[-0.22, -0.09, 1.69], [-1.33, -0.19, -1.27], [0.99, 1.43, -0.05], [-1.23, -0.73, -0.09], [-0.03, -0.67, 0.69], [0.19, 2.14, -0.52], [-2.61, -0.06, -1.59], [-1.99, -1.10, 0.55], [1.21, -0.29, -1.14], [0.06, -1.79, 0.99], [1.17, -0.12, -0.14], [1.66, 1.86, 0.68], [2.11, -0.38, 0.18]],
  "nbo_charge": [0.270, 0.956, -0.042, -0.561, -0.244, -0.173, -0.229, 0.489, 0.243, 0.250, -0.460, 0.234, 0.266]
}

[4]
{
  "formula": "C3H5Br2P",
  "method": "wB97M-V/def2-TZVPD",
  "lumo_ev": [0.1, -3.6],
  "spin_multiplicity": 3,
  "mol_weight_g_mol": 231.855,
  "e_tot_ha": -5606.5648,
  "orbital_gap_ev": [5.45, 6.48],
  "species": ["H", "Br", "C", "H", "P", "H", "C", "Br", "H", "C", "H"],
  "coordinates": [[-0.10, 1.90, 0.35], [-2.51, 1.81, 1.96], [-0.86, -0.10, 0.17], [0.52, -1.68, 0.30], [-2.65, 0.24, 0.38], [-1.22, -2.12, 0.65], [-0.50, -1.36, 0.38], [-3.01, 1.50, -1.41], [1.11, 0.67, -0.06], [0.08, 0.99, -0.23], [-0.05, 1.23, -1.28]],
  "nbo_charge": [0.233, -0.259, -0.317, 0.202, 0.671, 0.204, -0.378, -0.159, 0.229, -0.659, 0.234]
}

[5]
{
  "formula": "C43H30Cl2FeN5O3S",
  "method": "wB97M-V/def2-TZVPD",
  "lumo_ev": [-0.3, -0.3],
  "spin_multiplicity": 6,
  "mol_weight_g_mol": 823.563,
  "e_tot_ha": -4738.5079,
  "orbital_gap_ev": [6.74, 6.56],
  "species": ["H", "C", "C", "C", "C", "H", "H", "C", "C", "H", "H", "C", "H", "C", "C", "Cl", "H", "C", "N", "H", "Cl", "C", "H", "N", "O", "H", "H", "H", "C", "C", "C", "H", "N", "N", "H", "H", "H", "H", "H", "C", "N", "C", "H", "C", "C", "C", "C", "H", "C", "C", "C", "C", "H", "C", "C", "C", "C", "C", "Fe", "H", "S", "C", "C", "O", "C", "H", "C", "H", "C", "H", "C", "O", "H", "C", "C", "H", "C", "C", "C", "C", "H", "H", "C", "C", "H"],
  "coordinates": [[1.44, 2.19, 5.12], [6.83, -0.17, 0.13], [1.87, -1.57, -1.07], [1.10, -3.29, 2.62], [0.10, -0.14, -0.78], [4.13, 6.46, -3.04], [-2.22, -3.69, 3.20], [-1.29, -3.21, 2.94], [-0.12, -3.92, 2.96], [2.93, -1.73, -0.93], [1.54, 0.44, 5.25], [-1.06, 3.66, 0.50], [2.35, -5.03, 2.93], [3.47, -3.34, 2.29], [-0.29, -2.28, -1.81], [3.13, 4.01, -3.90], [-1.28, 4.66, 0.84], [3.56, 3.61, -1.25], [0.58, 1.95, 0.24], [-0.08, -0.16, 2.08], [3.96, 3.08, 1.38], [7.00, -1.25, 0.98], [7.98, -1.65, 1.18], [1.40, -0.42, -0.62], [3.47, 0.95, 3.00], [4.78, 5.74, 1.13], [-0.94, -3.01, -2.26], [-9.98, -3.27, -2.73], [2.33, 1.22, 3.44], [-8.29, -1.22, -3.07], [4.51, 6.27, -0.93], [6.02, -2.67, 2.23], [-3.27, -1.24, -1.97], [-3.94, 0.76, -1.26], [-9.53, -3.21, -4.46], [5.47, 1.22, -0.74], [-0.11, -4.96, 3.24], [-3.06, 3.18, -0.12], [4.42, -3.86, 2.28], [-4.32, -0.37, -1.81], [2.27, -1.31, 1.86], [3.41, -1.98, 1.87], [3.01, 1.41, 5.47], [-0.80, -1.05, -1.38], [2.08, 1.33, 4.92], [3.63, 4.52, -2.32], [-7.87, 0.09, -2.86], [1.03, 3.76, 1.07], [-6.59, 0.36, -2.45], [4.46, 5.42, 0.15], [3.99, 4.12, -0.03], [-1.27, -1.84, 2.61], [-5.43, -2.82, -2.27], [-5.68, -0.68, -2.25], [-0.35, 1.17, -0.31], [1.12, -1.94, 2.25], [-6.10, -1.99, -2.45], [2.33, -3.99, 2.64], [2.61, 0.89, 0.88], [-6.26, 1.37, -2.28], [3.01, 1.98, -1.44], [-2.04, 2.85, -0.02], [-1.69, 1.57, -0.45], [-9.57, -1.38, -3.49], [1.06, -2.53, -1.67], [-11.11, -2.59, -3.93], [-0.10, -1.22, 2.27], [-2.19, -1.28, 2.63], [4.61, -1.30, 1.33], [4.88, 7.28, -0.82], [4.42, -0.16, 0.53], [1.37, 1.37, 2.63], [-8.58, 0.89, -3.02], [-2.16, -0.62, -1.47], [4.10, 5.81, -2.17], [1.49, -3.46, -2.00], [0.25, 3.16, 0.63], [5.88, -1.83, 1.57], [5.56, 0.37, -0.08], [-7.39, -2.27, -2.87], [-7.69, -3.30, -3.02], [7.69, 0.27, -0.35], [-2.60, 0.62, -1.04], [-10.06, -2.69, -3.66], [-3.32, -2.14, -2.41]],
  "lowdin_charge": [0.083, -0.084, -0.099, -0.157, -0.144, 0.100, 0.101, -0.082, -0.040, 0.114, 0.086, -0.022, 0.118, 0.010, 0.010, 0.650, 0.109, -0.709, 0.019, 0.088, 0.836, -0.088, 0.099, 0.046, -0.108, 0.100, 0.114, 0.095, -0.706, -0.276, -0.096, 0.097, 0.184, 0.194, 0.096, 0.053, 0.111, 0.119, 0.101, -0.269, 0.119, -0.207, 0.081, -0.069, 0.017, -0.684, 0.010, 0.110, -0.013, -0.119, -0.611, -0.062, 0.107, -0.161, -0.152, -0.180, -0.028, 0.000, 0.777, 0.115, 0.675, 0.015, -0.068, -0.078, -0.021, 0.093, -0.012, 0.107, -0.206, 0.101, -0.176, -0.112, 0.122, -0.125, -0.126, 0.111, -0.107, -0.045, -0.139, -0.014, 0.102, 0.101, -0.165, -0.082, 0.150]
}